Entry 1:
C27H54BI2O8 | ωB97M-V/def2-TZVPD

The HOMO-LUMO gap comes out at 6.49 eV. Its LUMO energy is 1.76 eV. Its total charge is -1.

```
92
Properties=species:S:1:pos:R:3:mulliken_charge:R:1
B 1.71840 -1.59675 -0.98324 0.30
C 0.67502 -0.37731 -1.28907 0.10
I 1.56546 1.34982 -2.11000 -0.01
C -0.62503 -0.41761 -1.01494 -0.23
C -1.27299 -1.60856 -0.39678 -0.90
I -1.99679 1.16288 -1.32208 -0.12
H 1.38119 -2.57273 -1.65733 -0.26
H 2.87942 -1.26779 -1.20750 -0.30
H 1.58964 -1.88015 0.20548 -0.22
H -2.33784 -1.61303 -0.57282 0.37
H -1.10598 -1.61078 0.67500 0.35
H -0.86684 -2.50957 -0.83209 0.02
C -4.79879 -5.83028 -0.27595 -0.96
C -4.56481 -4.40362 -0.71846 0.80
O -3.48666 -4.02172 -1.09649 -0.52
C -5.75819 -3.47966 -0.65103 -1.03
H -3.87342 -6.39388 -0.36834 0.29
H -5.14179 -5.84300 0.75793 0.18
H -5.57280 -6.29182 -0.89078 0.34
H -6.13475 -3.43268 0.37128 0.25
H -6.56370 -3.86154 -1.28022 0.32
H -5.46696 -2.48783 -0.98663 0.31
C 2.55062 -6.61270 0.21301 -1.22
C 1.72962 -5.38417 0.55743 0.86
O 2.18865 -4.46700 1.18225 -0.51
C 0.30387 -5.36202 0.05580 -0.89
H 3.55262 -6.50473 0.61973 0.31
H 2.08117 -7.50714 0.62723 0.33
H 2.60853 -6.73254 -0.86987 0.32
H -0.25376 -6.20973 0.46230 0.44
H 0.28674 -5.43391 -1.03253 0.33
H -0.16866 -4.43104 0.35381 0.02
C 1.41613 4.46992 -0.34491 -0.62
C 0.66306 4.55591 0.95921 0.74
O 0.51742 5.60708 1.54869 -0.64
C 0.10846 3.25460 1.45565 -0.20
H 1.77446 5.45755 -0.63070 0.32
H 2.26294 3.79009 -0.24732 -0.03
H 0.75829 4.07251 -1.11993 0.25
H 0.91733 2.53471 1.60518 -0.04
H -0.55320 2.84386 0.68924 -0.05
H -0.42923 3.39355 2.39086 0.30
C 4.44260 1.14576 -4.75127 -0.74
C 5.91336 1.35015 -4.50965 0.76
O 6.72129 1.42922 -5.40675 -0.61
C 6.32347 1.45398 -3.05855 -0.58
H 4.23983 1.08163 -5.81739 0.28
H 4.10486 0.23491 -4.25584 0.31
H 3.88076 1.97378 -4.31907 0.06
H 6.03752 0.54599 -2.52586 0.37
H 5.80443 2.28687 -2.58031 -0.17
H 7.39872 1.60021 -2.99022 0.28
C 5.40904 4.94356 -3.20798 -0.95
C 5.27905 4.88608 -1.70255 0.98
O 4.74984 3.95779 -1.14838 -0.45
C 5.84249 6.05758 -0.92975 -1.35
H 4.96613 4.05325 -3.64560 0.03
H 4.90194 5.82893 -3.59458 0.41
H 6.46048 5.00668 -3.49335 0.34
H 5.35001 6.98125 -1.23765 0.35
H 6.90996 6.16194 -1.13125 0.36
H 5.68498 5.90026 0.13339 0.32
C -7.88951 -6.57926 3.60867 -1.12
C -8.26225 -6.31161 2.16941 0.82
O -7.58566 -5.61106 1.45887 -0.48
C -9.52669 -6.96786 1.66565 -1.14
H -6.96869 -6.05680 3.85117 0.29
H -8.68651 -6.23966 4.27174 0.34
H -7.75442 -7.65011 3.76805 0.33
H -10.38085 -6.64188 2.26091 0.34
H -9.44838 -8.05218 1.75750 0.34
H -9.68623 -6.70160 0.62479 0.28
C 3.33434 -0.72236 3.39247 -1.13
C 2.83208 0.42204 2.54098 0.98
O 1.91906 1.12369 2.91276 -0.62
C 3.52984 0.61571 1.22530 -0.19
H 2.76199 -0.77250 4.31535 0.34
H 3.22630 -1.65844 2.84136 0.17
H 4.39223 -0.58092 3.62274 0.33
H 3.43913 -0.29107 0.62257 0.01
H 4.58815 0.82800 1.40067 0.43
H 3.08174 1.44052 0.68094 -0.42
C -3.42920 8.62022 2.62115 -1.06
C -3.38209 7.81170 1.34051 0.67
O -4.17085 8.01615 0.44846 -0.57
C -2.30304 6.76606 1.26358 -0.91
H -4.23925 9.34303 2.56939 0.30
H -3.58220 7.95821 3.47458 0.31
H -2.48162 9.14005 2.76893 0.31
H -2.41220 6.04647 2.07524 0.31
H -1.32031 7.22315 1.36434 0.32
H -2.36051 6.24603 0.31111 0.32
```

---

Entry 2:
C2H3N4O | ωB97M-V/def2-TZVPD

The HOMO-LUMO gap comes out at 6.05 eV. Its LUMO energy is 3.81 eV. Its total charge is -1. Its relative energy (zero: lowest compared OMol25 entry of this formula, charge and spin) is 124.49 kcal/mol.

```
10
Properties=species:S:1:pos:R:3:nbo_charge:R:1
C 0.22414 0.86697 -1.18142 0.00
C -0.45417 0.02704 1.06410 0.04
N -0.84818 1.13472 -1.77284 -0.01
N -1.91826 1.35927 -2.14709 -0.12
N 0.39883 -0.00243 -0.07518 -0.69
N -0.00773 -0.96533 1.74080 -0.23
O -0.50929 -1.43906 2.90117 -0.73
H 1.13106 1.13761 -1.63324 0.18
H 1.25272 -0.57345 -0.02884 0.34
H 0.73088 -1.54534 1.13255 0.24
```

---

Entry 3:
C31H43N2OS4SbSi3SnTe | ωB97M-V/def2-TZVPD

The HOMO-LUMO gap comes out at 7.11 eV. Its LUMO energy is -0.43 eV. Its total charge is 0. Its relative energy (zero: lowest compared OMol25 entry of this formula, charge and spin) is 0.00 kcal/mol.

```
87
Properties=species:S:1:pos:R:3:mulliken_charge:R:1
Sn 11.36297 12.78887 10.99895 0.91
C 11.14325 9.66859 13.86628 -1.41
Sb 12.91230 10.88798 13.76551 0.33
C 11.94344 12.79748 13.05887 1.40
C 13.05303 13.85195 13.15881 -1.25
C 12.91384 15.14007 12.61558 0.49
C 13.91291 16.13677 12.74061 -0.53
C 15.07312 15.72530 13.38792 -0.64
C 15.11505 14.44289 13.92161 -0.77
N 14.18659 13.50382 13.77712 -0.12
Si 10.70045 13.30431 14.45993 0.65
C 10.29220 15.16212 14.43246 -0.92
C 9.02884 12.52359 14.21824 -0.83
C 11.44355 12.86378 16.06260 -1.05
C 13.80606 9.75011 11.98517 2.07
C 14.40734 10.66688 10.92597 -1.75
C 15.26603 10.33267 9.88351 -0.22
C 15.84045 11.25315 9.05928 -1.30
C 15.57213 12.59340 9.20957 -1.12
C 14.57528 12.84370 10.13773 -0.12
N 14.07705 11.96644 11.00924 1.05
Si 15.47722 9.04861 12.71421 0.91
C 15.44771 8.18976 14.42046 -1.29
C 16.58976 7.90237 11.62379 -1.20
C 16.47876 10.62890 13.10142 -1.01
Si 12.74344 8.25340 11.21106 0.43
C 13.46138 7.85818 9.51414 -1.33
C 12.90351 6.76154 12.36227 -1.29
C 10.96164 8.54396 10.87856 -0.08
H 10.68166 9.77573 14.84798 0.54
H 11.54183 8.65458 13.84813 0.26
H 10.32471 9.71449 13.14450 0.27
H 11.98742 15.37127 12.07292 -0.50
H 13.80076 17.18147 12.30554 0.35
H 15.88161 16.40188 13.54140 0.49
H 16.02131 14.12265 14.34190 0.47
H 9.76211 15.40834 13.48735 -0.20
H 11.11810 15.83148 14.59789 0.42
H 9.67194 15.24446 15.36411 0.51
H 8.68424 12.84693 13.26569 0.01
H 8.29778 12.89432 14.98843 0.43
H 8.82377 11.45461 14.19830 0.32
H 12.54728 13.00412 16.07247 0.31
H 11.31975 11.80321 16.43833 0.24
H 10.98134 13.57576 16.73964 0.41
H 15.54017 9.28227 9.82992 0.38
H 16.57420 10.91738 8.31476 0.40
H 16.02421 13.41454 8.62731 0.45
H 14.13544 13.89608 10.14989 0.03
H 16.50249 8.25550 14.78673 0.37
H 15.24105 7.11638 14.26765 0.32
H 14.84405 8.67028 15.22839 0.31
H 17.28706 8.45263 10.97113 0.35
H 16.07891 7.14968 10.98063 0.28
H 17.10710 7.36207 12.43907 0.45
H 15.93107 11.29584 13.78057 0.12
H 16.71218 11.25561 12.22586 0.26
H 17.45338 10.41880 13.60272 0.50
H 14.53979 7.65998 9.40713 0.30
H 13.17177 8.65740 8.84005 0.30
H 12.92522 6.99966 9.26536 0.56
H 13.84139 6.20882 12.27741 0.36
H 12.19289 6.02858 11.95010 0.40
H 12.62374 6.90726 13.42310 0.32
H 10.64720 9.54481 11.16285 -0.61
H 10.31957 7.92664 11.54961 0.44
H 10.64298 8.38951 9.82272 0.36
O 7.99826 11.56215 5.44062 -0.57
C 8.59534 11.64115 6.48552 0.58
S 7.86962 12.13460 7.99928 -0.10
C 9.23178 11.69382 9.07559 -0.25
C 10.37428 11.27242 8.48826 0.33
S 11.93892 11.21512 9.23117 -0.31
S 10.31900 11.16424 6.75118 -0.13
S 8.98293 11.98594 10.80631 -0.45
Te 10.83644 14.86833 9.31449 -0.04
C 9.55238 15.84296 10.69241 -0.05
C 8.33456 15.30616 11.08941 -0.21
C 7.50368 15.96531 12.00676 -0.64
C 7.96144 17.18409 12.54454 -0.38
C 9.20363 17.71114 12.15315 -0.53
C 9.96328 17.05176 11.20689 -0.23
H 7.90279 14.41921 10.62757 0.44
H 6.57919 15.50208 12.27076 0.47
H 7.40576 17.66617 13.37782 0.31
H 9.70362 18.57421 12.58202 0.36
H 10.95994 17.44835 11.05690 0.41
```

---

Entry 4:
C26H18F15GeIrNO4PS3 | ωB97M-V/def2-TZVPD

The HOMO-LUMO gap (spin up / spin down) comes out at 5.94 / 5.92 eV. Its LUMO energy (spin up / spin down) is -2.39 / -2.42 eV. Its total charge is 0. Its relative energy (zero: lowest compared OMol25 entry of this formula, charge and spin) is 38.79 kcal/mol.

```
70
Properties=species:S:1:pos:R:3:nbo_charge:R:1
Ir 0.77725 2.02127 0.26227 1.03
N 0.36892 4.12830 0.95764 -0.70
C -0.37842 4.78305 -0.11898 -0.36
C -1.35060 3.79639 -0.77526 0.76
O -2.43544 4.18218 -1.14535 -0.59
O -0.90421 2.58881 -0.91196 -0.66
H -0.20167 4.05063 1.79410 0.41
H 1.20641 4.65237 1.19150 0.42
H 0.32130 5.09762 -0.89379 0.24
H -0.94567 5.64539 0.22827 0.23
F -3.00600 -2.86342 -1.09144 -0.31
C -1.79773 -2.54917 -1.57569 0.41
C -1.13921 -1.43764 -1.07393 -0.54
C 0.07296 -1.12672 -1.65192 0.40
F 0.77288 -0.04601 -1.21871 -0.34
C 0.62962 -1.87726 -2.67168 0.26
F 1.80204 -1.53128 -3.20319 -0.28
C -0.04535 -2.99182 -3.13945 0.30
F 0.47855 -3.72671 -4.10977 -0.27
C -1.27154 -3.33176 -2.58737 0.26
F -1.93220 -4.39169 -3.04268 -0.28
Ge -2.04822 -0.31040 0.31048 1.40
S -0.64833 0.69095 1.68157 -0.60
C -2.87665 -1.68895 1.49429 -0.53
C -2.03580 -2.62683 2.06762 0.34
F -0.71926 -2.55464 1.79784 -0.31
C -2.49319 -3.64689 2.87941 0.26
F -1.65097 -4.53570 3.40395 -0.28
C -3.85306 -3.74290 3.13046 0.30
F -4.32011 -4.72816 3.88584 -0.28
C -4.72593 -2.82907 2.56250 0.25
F -6.03330 -2.93475 2.79029 -0.28
C -4.22960 -1.82127 1.75208 0.41
F -5.09853 -0.97793 1.18799 -0.31
C -3.48917 0.68998 -0.58613 -0.57
C -4.27098 1.51699 0.19985 0.42
F -4.01522 1.54304 1.51953 -0.31
C -5.28542 2.29126 -0.32196 0.26
F -6.03143 3.06089 0.46815 -0.28
C -5.51529 2.25907 -1.68700 0.32
F -6.48899 2.98932 -2.21275 -0.28
C -4.73527 1.45663 -2.50284 0.25
F -4.96740 1.42500 -3.81514 -0.28
C -3.73000 0.68744 -1.94703 0.42
F -2.99067 -0.08587 -2.75504 -0.31
C 2.69972 0.24375 3.15866 -0.66
C 2.61090 -0.03987 1.67311 0.22
C 2.19725 -1.45966 1.34997 -0.64
O 3.86015 0.19976 1.02775 -0.84
P 4.34461 1.62941 0.51130 1.71
S 4.78133 2.94200 1.90275 -0.61
S 2.90409 2.40729 -0.75668 -0.58
O 5.63834 1.27124 -0.30884 -0.84
C 5.87750 0.21319 -1.29462 0.12
C 4.70944 0.01833 -2.24232 -0.64
C 6.25539 -1.07925 -0.59194 -0.63
H 1.70700 0.15352 3.60061 0.23
H 3.07431 1.25206 3.32602 0.25
H 3.37405 -0.46501 3.63828 0.23
H 1.86099 0.66601 1.22614 0.07
H 2.85570 -2.16772 1.85224 0.23
H 2.24912 -1.63315 0.27494 0.21
H 1.17348 -1.62925 1.68193 0.25
H 6.74118 0.59707 -1.83925 0.20
H 3.83513 -0.33721 -1.69879 0.21
H 4.97117 -0.72568 -2.99407 0.22
H 4.45717 0.94867 -2.74660 0.23
H 5.40022 -1.49389 -0.06187 0.22
H 7.06108 -0.91093 0.12167 0.22
H 6.59161 -1.80043 -1.33696 0.22
```